Record 1
Computed, not measured: an isolated ion of composition C7H10N3O2 and charge -1, with ωB97M-V with the def2-TZVPD basis set.

ORCA input file:
```
! wB97M-V def2-TZVPD RIJCOSX def2/J DEFGRID3
* xyz -1 1
C -2.5732 0.2403 -0.3241
C -0.1505 0.2393 -0.2911
C -3.1606 -1.1186 0.2187
C 0.5491 -1.8027 -1.0994
C 1.8809 -0.8911 0.8225
C 0.7870 2.5074 0.2851
C 1.1090 -0.5245 -0.4641
N -2.5334 1.4363 0.0260
N -1.5247 2.2065 0.1854
N -0.2536 1.5222 0.0532
O -3.9148 -1.1005 1.1812
O -2.6148 -2.0631 -0.3673
H 0.6402 -1.8257 -2.1703
H -0.5499 -1.8493 -0.8550
H 1.1143 -2.5870 -0.7084
H 1.9856 -0.0574 1.4766
H 2.9631 -1.1684 0.6592
H 1.2296 -1.7535 1.2843
H 0.4785 3.3940 0.9805
H 1.5815 2.0667 0.8037
H 1.0727 3.0716 -0.5594
H 1.8841 0.0575 -1.1374
*
```

Properties
M	168.2	g mol⁻¹
ΔE to the lowest compared entry with this formula, charge and spin	127.14	kcal/mol
HOMO level	-0.147	Eh

Atomic partial charges in e from the Mulliken method, atoms 1 to 4: C 0.33; C -0.56; C 0.56; C -1.27


Record 2
Computed, not measured: a 2-piece molecular cluster, C7H10N3O2S overall, with ωB97M-V with the def2-TZVPD basis set.

ORCA input file:
```
! wB97M-V def2-TZVPD RIJCOSX def2/J DEFGRID3
* xyz 1 1
C 0.1386 -1.0505 0.9774
C 0.6220 0.1331 0.4677
C -1.4955 -0.0402 -0.0257
C 3.3655 1.2949 1.3020
C 2.7570 0.4900 0.4440
C -0.3778 1.8912 -1.0385
C -3.9268 -1.3404 -0.4509
N -0.3856 0.7862 -0.1453
N -1.1437 -1.1917 0.6265
N 3.3565 -0.3965 -0.4765
O 2.6989 -1.3626 -0.7661
O 4.4261 -0.0640 -0.9032
S -3.2326 0.3478 -0.4347
H 0.7538 -1.9166 1.1926
H 4.5516 1.2244 1.2922
H 2.9767 1.6747 2.1670
H 0.4564 2.4393 -0.8335
H -0.2149 1.5408 -1.9892
H -1.2673 2.4837 -0.9190
H -3.1390 -2.1150 -0.1578
H -4.2255 -1.5129 -1.4920
H -4.8323 -1.3539 0.2216
H -1.8622 -1.9619 0.9414
*
```

Properties
M	200.2	g mol⁻¹
ΔE to the lowest compared entry with this formula, charge and spin	132.34	kcal/mol
HOMO level	-0.464	Eh

Atomic partial charges in e from the Mulliken method, atoms 1 to 4: C -0.45; C 0.13; C 0.11; C -0.76


Record 3
Computed, not measured: a 2-piece molecular cluster, C7H10N3OS overall, with ωB97M-V with the def2-TZVPD basis set.

ORCA input file:
```
! wB97M-V def2-TZVPD RIJCOSX def2/J DEFGRID3
* xyz 1 3
C 2.6031 -0.2770 -1.8457
C 1.2150 0.0492 -1.4108
C 3.2796 -0.5655 -0.7417
C 1.2186 -0.1353 -0.1089
C -2.4361 0.2754 0.0948
C -0.2584 0.1163 1.3270
C 0.4854 -0.0586 2.6457
N -1.6626 1.5525 0.2725
N -0.6105 1.3663 0.9052
N -2.7628 0.1163 -1.3047
O 2.3992 -0.4841 0.3859
S -1.4708 -1.0692 0.9532
H 3.0541 -0.0809 -2.8934
H 0.4529 0.1907 -2.1642
H 4.3317 -0.8577 -0.7080
H -3.3498 0.3120 0.7086
H 1.3709 -0.7992 2.4387
H -0.2666 -0.3841 3.3679
H 0.8663 0.8258 3.0488
H -3.2185 -0.8543 -1.4218
H -1.8802 -0.0013 -1.8643
H -3.3602 0.7628 -1.6851
*
```

Properties
M	184.2	g mol⁻¹
ΔE to the lowest compared entry with this formula, charge and spin	87.86	kcal/mol
<S²>	2.03
HOMO level (spin up / spin down)	-0.352 / -0.455	Eh

Atomic partial charges in e from the Mulliken method, atoms 1 to 4: C -0.46; C -0.10; C -0.26; C 0.27


Record 4
Computed, not measured: a 2-piece molecular cluster, C7H10N3S overall, with ωB97M-V with the def2-TZVPD basis set.

ORCA input file:
```
! wB97M-V def2-TZVPD RIJCOSX def2/J DEFGRID3
* xyz 1 1
C -1.9011 1.2447 1.4379
C -0.6058 1.7632 1.8250
C -1.9470 0.0515 0.7797
C 0.5631 1.3229 1.3231
C -0.6936 -0.4757 0.3231
C 0.5688 0.1943 0.5392
C 1.0811 -1.4532 -0.7593
N -0.4028 -1.4861 -0.5219
N 1.5343 -0.2934 -0.2319
N 0.2761 0.5397 -2.3931
S 1.8035 -2.5914 0.5636
H -2.8104 1.6016 2.0563
H -0.6711 2.4225 2.6520
H -2.8231 -0.5061 0.6149
H 1.5004 1.7458 1.6168
H 1.3005 -1.6854 -1.8551
H -0.7937 -2.4107 -0.6651
H -0.0145 0.4987 -3.3611
H 1.2182 0.8725 -2.3073
H -0.3345 1.1587 -1.8727
H 3.1515 -2.5142 0.2356
*
```

Properties
M	168.2	g mol⁻¹
ΔE to the lowest compared entry with this formula, charge and spin	29.54	kcal/mol
HOMO level (spin up / spin down)	-0.477 / -0.477	Eh

Atomic partial charges in e from the Mulliken method, atoms 1 to 4: C -0.46; C -0.39; C -0.82; C -0.65


Record 5
Computed, not measured: one molecule with the formula C7H10N4, with ωB97M-V with the def2-TZVPD basis set.

ORCA input file:
```
! wB97M-V def2-TZVPD RIJCOSX def2/J DEFGRID3
* xyz 0 1
C -0.6114 1.5652 2.5007
C -1.5761 0.9590 3.1887
C 0.4605 -0.0028 -0.9701
C -0.4236 0.7998 1.3129
C 0.3949 0.8900 0.1576
C -1.3765 -0.4345 1.4923
C 0.9908 -1.9379 -3.1053
N -1.9296 -0.2218 2.6154
N 0.0779 -1.2507 -0.9892
N 1.0896 2.1044 -0.0224
N 0.2252 -2.1404 -1.9451
H -0.0761 2.4014 2.7741
H -2.1196 1.3132 4.0186
H 1.0517 0.5152 -1.7817
H 1.7083 -2.8424 -3.2808
H 0.4623 -1.6529 -4.0238
H 1.7357 -1.1517 -2.8358
H -2.4846 -0.9341 3.1468
H 0.7737 2.9825 0.3169
H 1.6306 2.1692 -0.8679
H -0.0037 -3.1307 -1.7019
*
```

Properties
M	150.2	g mol⁻¹
ΔE to the lowest compared entry with this formula, charge and spin	123.65	kcal/mol
HOMO level (spin up / spin down)	-0.253 / -0.253	Eh

Atomic partial charges in e from the Mulliken method, atoms 1 to 4: C -0.84; C -0.62; C -0.27; C 0.50


Record 6
Computed, not measured: an isolated ion of composition C7H10N5 and charge +1, with ωB97M-V with the def2-TZVPD basis set.

ORCA input file:
```
! wB97M-V def2-TZVPD RIJCOSX def2/J DEFGRID3
* xyz 1 1
C -3.0232 0.1494 -0.8699
C -2.5430 1.3575 -0.4080
C -2.5089 -0.9456 -0.1864
C -1.6238 1.4370 0.5967
C -0.3396 -1.6357 -0.0697
C 2.5497 0.2142 -0.0371
C -1.4257 -0.8052 0.7997
N 0.7932 -1.2291 -0.3697
N 2.9305 1.4977 0.0791
N 1.2664 -0.0561 -0.2125
N 3.3942 -0.7264 0.1457
N -0.9805 0.4241 1.1609
H -3.4635 -0.0859 -1.8278
H -2.7955 2.2873 -0.8365
H -2.5758 -2.0077 -0.5497
H -1.2448 2.3928 0.9289
H -0.5426 -2.6241 -0.2117
H -1.4460 -1.4497 1.6937
H 3.8650 1.8948 0.2545
H 4.4793 -0.5916 0.1265
H 3.1085 -1.6796 -0.1315
H 2.1261 2.1820 -0.0752
*
```

Properties
M	164.2	g mol⁻¹
ΔE to the lowest compared entry with this formula, charge and spin	89.76	kcal/mol
HOMO level (spin up / spin down)	-0.432 / -0.432	Eh

Atomic partial charges in e from the Mulliken method, atoms 1 to 4: C -0.38; C -0.25; C -0.33; C -0.23


Record 7
Computed, not measured: an isolated ion of composition C7H10N5 and charge +1, with ωB97M-V with the def2-TZVPD basis set.

ORCA input file:
```
! wB97M-V def2-TZVPD RIJCOSX def2/J DEFGRID3
* xyz 1 1
C 0.4321 -1.9816 0.6119
C 0.0494 -0.5496 0.3398
C 0.7051 0.5626 0.8006
C 0.3308 1.9772 0.5741
C 0.7195 2.2600 -0.9538
N -1.0484 2.2248 0.7415
C -1.9811 1.5326 0.4640
N -3.1753 1.1879 0.5589
N -3.7554 0.2396 -0.0611
C -3.3155 -0.8504 -0.5557
N -2.0051 -1.3112 -0.3913
N -1.1018 -0.4033 -0.3067
H -0.0280 -2.4277 1.4895
H 1.5179 -1.9861 0.7049
H 0.2230 -2.6251 -0.2588
H 1.6573 0.6194 1.2584
H 0.9597 2.5673 1.2879
H 1.4685 1.6464 -1.2416
H 0.9217 3.2263 -1.2195
H -0.1135 1.9257 -1.4245
H -3.9617 -1.5835 -1.0130
H -1.8199 -2.3770 -0.2750
*
```

Properties
M	164.2	g mol⁻¹
SMILES	CC1=C\[C@@H](C)N=C=N\N=C/[NH+]=N/1
ΔE to the lowest compared entry with this formula, charge and spin	144.11	kcal/mol
HOMO level (spin up / spin down)	-0.477 / -0.481	Eh

Atomic partial charges in e from the Mulliken method, atoms 1 to 4: C -1.62; C 1.04; C -0.70; C 0.30


Record 8
Computed, not measured: an isolated ion of composition C7H10NO and charge +1, with ωB97M-V with the def2-TZVPD basis set.

ORCA input file:
```
! wB97M-V def2-TZVPD RIJCOSX def2/J DEFGRID3
* xyz 1 1
C 1.3241 2.1075 0.2318
C 1.2640 0.8797 0.6702
N 0.0047 0.0236 0.5931
C -0.9305 0.1788 1.7112
C -0.6606 0.4519 -0.6716
C -0.8416 -0.4334 -1.6085
C -0.5502 -1.8461 -1.5982
C 0.2078 -2.1928 -0.5318
O 0.4645 -1.3008 0.5589
H 2.2332 2.7019 0.2832
H 0.7514 2.6970 -0.4502
H 2.1153 0.2895 1.1066
H -0.2621 0.3221 2.6982
H -1.5170 1.0211 1.4259
H -1.5521 -0.7585 1.8347
H -0.7936 1.4677 -0.9007
H -1.2790 -0.0179 -2.5143
H -0.6904 -2.3496 -2.4784
H 0.7119 -3.2416 -0.3602
*
```

Properties
M	124.2	g mol⁻¹
SMILES	C=C[N@@+]1(C)C=CC=CO1
ΔE to the lowest compared entry with this formula, charge and spin	110.12	kcal/mol
HOMO level	-0.489	Eh

Atomic partial charges in e from the Mulliken method, atoms 1 to 4: C -0.81; C 0.05; N 0.67; C -0.69


Record 9
Computed, not measured: one molecule with the formula C7H10NOPS, with ωB97M-V with the def2-TZVPD basis set.

ORCA input file:
```
! wB97M-V def2-TZVPD RIJCOSX def2/J DEFGRID3
* xyz 0 1
C 0.1181 -4.0575 -0.7918
C 0.0411 -2.9453 -1.2854
C -0.2220 -1.6064 -1.6805
C 0.9456 -0.6851 -1.5985
C 0.8476 0.5560 -1.2796
P -0.7849 1.0663 -0.5157
O -1.6756 2.1938 -1.1115
N -0.1744 1.4531 0.9798
C -0.7700 2.5213 1.7078
C 0.4720 0.3400 1.6879
S -1.6521 -0.8635 -0.6963
H 0.4816 -5.0269 -0.5639
H -0.5355 -1.7381 -2.8008
H 1.9490 -1.2677 -1.9178
H 1.6858 1.3154 -1.1877
H -1.2703 2.1254 2.5500
H -0.0961 3.2433 1.9619
H -1.4662 3.1159 1.0256
H 1.4143 0.7350 2.2217
H -0.1893 -0.1808 2.2755
H 0.8812 -0.2943 1.0190
*
```

Properties
M	187.2	g mol⁻¹
SMILES	C#C[C@@H]1C=C[P@](=O)(N(C)C)S1
ΔE to the lowest compared entry with this formula, charge and spin	68.54	kcal/mol
HOMO level	-0.343	Eh

Atomic partial charges in e from the Mulliken method, atoms 1 to 4: C -0.07; C -0.94; C 0.72; C -0.21


Record 10
Computed, not measured: one molecule with the formula C7H10O, with ωB97M-V with the def2-TZVPD basis set.

ORCA input file:
```
! wB97M-V def2-TZVPD RIJCOSX def2/J DEFGRID3
* xyz 0 1
C -1.2144 -0.6353 -1.3400
C 0.1175 -0.8222 -1.4957
C 0.9363 -0.7789 -0.2426
C 1.7082 0.5258 0.4953
C 0.5192 0.9755 1.6127
C -0.6464 0.3727 0.6723
C -1.9355 -0.0635 -0.0635
O -0.1541 -1.0529 0.6343
H -1.7127 -0.7309 -2.1756
H 0.2641 -1.1839 -2.4996
H 1.6802 -1.5765 -0.3372
H 2.5127 0.2131 1.1579
H 1.9611 1.2609 -0.2199
H 0.6312 0.4922 2.5062
H 0.4786 2.0751 1.7091
H -0.2277 0.9618 -0.2160
H -2.5355 -0.7995 0.4012
H -2.3827 0.7664 -0.5987
*
```

Properties
M	110.2	g mol⁻¹
SMILES	C1=C[C@H]2CC[C@H](C1)O2
ΔE to the lowest compared entry with this formula, charge and spin	136.03	kcal/mol
HOMO level	-0.314	Eh

Atomic partial charges in e from the Mulliken method, atoms 1 to 4: C -0.63; C -0.41; C -0.05; C -0.89


Record 11
Computed, not measured: a 2-piece molecular cluster, C7H10O overall, with ωB97M-V with the def2-TZVPD basis set.

ORCA input file:
```
! wB97M-V def2-TZVPD RIJCOSX def2/J DEFGRID3
* xyz 0 1
C 0.2128 2.9202 0.6842
C 0.4267 1.6987 0.2184
O 0.2639 0.9876 -0.9553
C 1.0321 0.4989 0.1964
C 1.9864 -0.3432 0.4604
C 2.5218 -1.3227 -0.5239
H -0.3746 3.4698 0.0132
H 0.4415 3.1816 1.6945
H 2.3790 -0.2272 1.5138
H 2.4033 -0.8869 -1.5001
H 1.9941 -2.3138 -0.6196
H 3.5132 -1.5555 -0.3526
C -3.3274 -1.0577 0.1705
C -2.1726 -1.0079 -0.4838
H -4.1206 -0.3389 -0.0569
H -3.5948 -1.7470 1.0003
H -1.3555 -1.5689 -0.0913
H -2.2293 -0.3871 -1.3681
*
```

Properties
M	110.2	g mol⁻¹
SMILES	C=C1O/C1=C\C.C=C
ΔE to the lowest compared entry with this formula, charge and spin	108.30	kcal/mol
HOMO level	-0.342	Eh

Atomic partial charges in e from the Mulliken method, atoms 1 to 4: C -1.05; C 0.62; O -0.45; C 0.27


Record 12
Computed, not measured: one molecule with the formula C7H10O, with ωB97M-V with the def2-TZVPD basis set.

ORCA input file:
```
! wB97M-V def2-TZVPD RIJCOSX def2/J DEFGRID3
* xyz 0 1
C 1.7547 -0.7065 -0.6125
C 0.8122 -0.3451 0.5549
C 0.3358 1.1318 0.4080
C -0.9723 1.3656 -0.1531
C -2.0231 0.4417 -0.2848
C -1.3441 -0.8170 -0.3540
O -1.3090 -2.0171 0.2155
C -0.4708 -0.9884 0.7938
H 2.4457 -1.5905 -0.4350
H 1.1474 -1.1247 -1.5420
H 2.5157 0.2633 -0.7758
H 1.5770 -0.4028 1.2750
H 1.2612 1.8032 -0.0805
H 0.2576 1.6705 1.3572
H -1.2871 2.3787 -0.1885
H -2.9624 0.7205 -0.5403
H -0.9313 -1.1545 -1.3838
H -0.8073 -0.6286 1.7459
*
```

Properties
M	110.2	g mol⁻¹
SMILES	C[C@H]1CC=C[C@@H]2O[C@H]21
ΔE to the lowest compared entry with this formula, charge and spin	132.97	kcal/mol
HOMO level	-0.323	Eh

Atomic partial charges in e from the Mulliken method, atoms 1 to 4: C -1.18; C 0.32; C -0.56; C -0.43